This record from the OMol25 dataset describes C20H23BiClOPS as an isolated structure at a distorted geometry. The level of theory is wB97M-V/def2-TZVPD.

Geometry as XYZ:
```
48
C20H23BiClOPS, DFT wB97M-V/def2-TZVPD
H -0.61 -1.41 -2.21
H -0.08 -4.39 -2.04
H 2.59 0.60 -3.82
H 1.82 -0.10 3.60
H 2.20 -0.59 1.01
C 1.35 0.60 -2.09
C -1.63 -1.18 -1.93
C -1.85 4.32 -1.21
H 1.66 -3.23 5.05
C -4.02 -1.53 -2.08
C -1.71 2.94 -1.04
H 4.53 -0.42 -2.60
C -4.24 -0.78 -0.92
P -0.43 0.59 -0.01
H 2.44 -1.32 4.78
C 3.51 -0.57 -0.70
H -0.83 -4.43 -2.07
H -5.25 -0.64 -0.52
H 2.42 -4.14 3.55
C 2.20 -1.12 3.72
C 0.02 4.71 0.25
Bi -0.99 -0.85 2.07
C -1.87 -0.21 -0.92
C 2.52 0.33 -2.77
C 1.55 -3.74 4.07
H 0.69 5.40 0.78
H 3.04 -1.19 3.04
H -2.43 2.23 -1.49
H 4.37 -1.02 -0.18
H 0.96 2.93 1.09
Cl -0.74 1.12 3.58
O 1.32 -2.72 1.52
H -2.58 -2.38 -3.43
C -0.63 2.40 -0.31
H -2.66 4.69 -1.85
C 1.21 0.21 -0.75
C 2.31 -0.31 -0.04
S 1.11 -2.37 2.99
H 0.49 1.06 -2.57
H 0.70 -4.44 4.05
C -0.99 5.22 -0.56
H -4.87 -2.04 -2.54
C -3.14 -0.18 -0.30
C 3.60 -0.25 -2.07
H -3.31 0.38 0.63
C -2.73 -1.76 -2.56
H -1.17 6.28 -0.64
C 0.17 3.32 0.42
```

Lowest unoccupied orbital energy, eV: -9.0
Gap between HOMO and LUMO, eV: 5.9446
Net charge: +2
E, Eh: -2264.82104
Highest occupied orbital energy, eV: -14.90
ΔE to the lowest compared entry with this formula, charge and spin, kcal/mol: 24.3